Molecular formula: C2H5Br2N2
Method: DFT, ωB97M-V/def2-TZVPD

Results
E_HOMO (alpha / beta) (eV): -15.08 / -12.50
Lowest unoccupied orbital energy (alpha / beta) (eV): -5.6 / -7.5
Total charge: +1
Energy above the lowest of the compared OMol25 structures with the same formula, charge and spin (kcal per mole): 55.8

Last column: Mulliken charge in e.
Cartesian coordinates (Å):
C -0.49353 0.14337 0.51281  -0.2596
C 1.70773 -0.24512 -0.38782  -0.1382
N -0.87056 0.96930 -0.41396  -0.3224
N 0.71824 -0.40254 0.48362  -0.1397
Br 3.33800 -1.04222 0.04148  -0.0230
Br -3.26532 -1.14346 0.01317  0.0442
H -1.21617 0.13330 1.28024  0.7060
H 1.46212 0.40072 -1.19899  0.3616
H -1.80072 1.24324 -0.35759  0.3194
H -0.46008 0.82099 -1.35848  0.1799
H 0.88029 -0.87758 1.38553  0.2717

Atomic forces in eV per Å
0.626 0.866 -0.792
0.781 -0.364 0.135
2.082 -0.283 -2.805
-1.374 -1.075 3.407
-0.702 0.512 -0.554
-0.311 -0.255 0.004
0.185 -0.956 1.623
0.821 0.162 -0.689
-1.843 0.761 -0.336
-0.770 0.752 0.867
0.504 -0.119 -0.860


Molecular formula: C3H11NOP
Method: DFT, ωB97M-V/def2-TZVPD

Results
E_HOMO (eV): -14.47
Lowest unoccupied orbital energy (eV): -5.7
Total charge: +1
Energy above the lowest of the compared OMol25 structures with the same formula, charge and spin (kcal per mole): 71.7

Last column: Mulliken charge in e.
Cartesian coordinates (Å):
C -1.31896 -0.92966 0.46230  -1.5106
C -0.07303 -0.07562 0.60266  0.2294
C -0.49387 1.44471 1.08224  -0.4713
N 0.69772 -0.23497 -0.70113  -0.5797
O -0.25711 2.30443 0.00354  -0.5149
P 1.46639 -2.13202 -1.74621  0.2386
H -1.05051 -1.94242 0.16498  0.3981
H -1.98119 -0.50579 -0.29019  0.4103
H -1.85349 -0.98556 1.40497  0.3952
H 0.57799 -0.48095 1.38039  0.3404
H -1.55004 1.40132 1.35709  0.3312
H 1.51461 0.37872 -0.66383  0.3825
H 0.08574 0.13357 -1.43368  0.3944
H 2.69079 -2.01324 -1.06508  0.1443
H -0.45709 3.21174 0.26359  0.3236
H 1.88851 -1.26937 -2.77814  0.1464
H 0.11354 1.69512 1.95651  0.3423

Atomic forces in eV per Å
0.257 -0.062 0.029
-0.489 -0.148 0.716
0.973 -1.777 -0.914
0.442 -0.062 -0.585
0.053 0.236 -0.245
-1.139 1.740 1.401
-0.094 -0.106 0.017
-0.145 0.040 -0.059
-0.082 0.017 0.065
-0.048 0.003 -0.112
0.043 -0.026 0.007
-0.114 -0.064 -0.217
0.236 0.089 -0.005
0.122 0.058 0.112
0.022 -0.055 -0.104
0.021 0.105 -0.047
-0.059 0.012 -0.060


Molecular formula: C10H13ClF16NbO3
Method: DFT, ωB97M-V/def2-TZVPD

Results
E_HOMO (eV): -5.44
Lowest unoccupied orbital energy (eV): 2.5
Total charge: -1

Last column: Mulliken charge in e.
Cartesian coordinates (Å):
O 2.26670 0.51429 -0.95492  -0.7233
Nb 0.43813 0.81511 -1.46622  -0.3194
Cl 0.82601 3.19209 -1.68953  -0.5906
H 2.89063 0.80333 -1.63870  0.2981
H -0.28284 0.58652 0.22927  0.0385
H -1.30175 1.08804 -1.95133  0.0639
H 0.63679 0.37941 -3.25261  0.0390
H 0.07941 -0.91069 -1.53869  0.2053
C -3.36221 -4.26750 -2.28313  -0.8162
C -2.92862 -2.94395 -1.64005  1.0018
C -3.06582 -2.83135 -0.11708  0.0552
F -4.37491 -2.97085 0.23212  -0.2402
F -2.63383 -1.63347 0.29018  -0.2226
F -3.54365 -1.91066 -2.23836  -0.2713
F -1.58957 -2.86940 -1.87105  -0.3015
O -4.65819 -4.29360 -2.85793  -0.3861
C -5.77122 -4.66333 -2.18684  0.8196
C -6.83643 -3.54823 -2.15164  0.1891
F -6.35360 -2.44605 -1.55804  -0.2109
F -7.90139 -3.98958 -1.43970  -0.2655
F -5.51767 -5.13529 -0.95219  -0.2911
F -6.35563 -5.68478 -2.88556  -0.3205
H -2.68791 -4.38090 -3.12998  0.3951
H -3.20090 -5.10012 -1.59743  0.3246
H -2.48449 -3.61683 0.37379  0.2610
H -7.15292 -3.31766 -3.17037  0.2417
C 3.50771 1.99797 2.24145  -0.7304
C 2.56736 3.09196 2.75818  0.8150
C 2.28851 4.25537 1.80187  0.4396
F 3.42744 4.94856 1.55913  -0.2317
F 1.40266 5.09604 2.38290  -0.2763
F 2.96288 3.55484 3.96546  -0.2989
F 1.35891 2.47699 2.92466  -0.3087
O 4.85386 2.09042 2.68470  -0.4090
C 5.81258 2.76715 2.01474  0.8677
C 6.44760 3.87583 2.87892  0.1781
F 5.51784 4.76200 3.28015  -0.2175
F 7.37371 4.53279 2.14182  -0.2650
F 5.40266 3.24704 0.83089  -0.2800
F 6.83869 1.89739 1.76217  -0.3216
H 3.13370 1.08056 2.69167  0.4095
H 3.42129 1.89844 1.15776  0.4234
H 1.88549 3.86447 0.86648  0.0069
H 6.93076 3.42502 3.74759  0.2252

Atomic forces in eV per Å
1.029 0.052 -0.309
0.185 0.863 0.593
-0.097 0.320 -0.102
0.168 -0.116 0.336
-0.186 -0.551 -0.682
-0.212 0.024 -0.174
-0.417 -0.405 0.612
-0.270 -0.062 -0.087
0.161 -0.214 -0.035
0.109 0.090 0.096
-0.062 -0.048 -0.101
0.069 0.033 0.069
-0.102 -0.016 0.024
0.031 -0.012 -0.028
-0.087 -0.016 -0.069
-0.110 0.433 -0.035
-0.214 -0.254 0.004
0.180 -0.090 -0.053
-0.025 -0.002 0.003
-0.028 -0.003 0.001
0.033 0.042 -0.045
0.079 -0.011 0.098
-0.048 -0.080 0.004
-0.068 0.044 0.024
0.001 0.008 0.024
0.006 0.053 0.006
-0.136 -0.228 -0.144
-0.153 -0.004 -0.095
0.026 -0.221 0.025
-0.050 0.027 0.028
0.013 0.044 -0.030
0.075 -0.023 0.013
0.037 0.067 0.054
-0.014 0.288 0.349
0.279 -0.072 -0.150
-0.125 -0.154 -0.050
0.050 -0.001 0.009
0.027 0.019 -0.001
-0.016 -0.021 0.047
-0.098 0.032 -0.089
0.057 -0.030 -0.072
0.030 0.036 0.029
-0.106 0.128 -0.133
-0.022 0.035 0.034


Molecular formula: C5H10O
Method: DFT, ωB97M-V/def2-TZVPD

Results
E_HOMO (alpha / beta) (eV): -7.37 / -7.42
Lowest unoccupied orbital energy (alpha / beta) (eV): 0.4 / 0.7
Energy above the lowest of the compared OMol25 structures with the same formula, charge and spin (kcal per mole): 139.5

Last column: Mulliken charge in e.
Cartesian coordinates (Å):
C -1.27216 -0.16982 1.20927  -1.1785
C -0.98518 -0.20086 -0.25666  -0.2559
C -0.36094 0.94311 -0.89573  -0.4032
C 1.20198 0.82524 -0.76861  -0.4495
O 1.56774 0.23634 0.42824  -0.3419
C 1.17515 -1.07590 0.05735  -0.6372
H -2.06676 0.54758 1.45711  0.3305
H -1.59084 -1.14929 1.58245  0.3277
H -0.37286 0.14822 1.76047  0.3633
H -1.57942 -0.88119 -0.86391  0.3807
H -0.62106 1.09551 -1.94664  0.2917
H -0.59493 1.85804 -0.33148  0.3065
H 1.77294 1.74972 -0.94364  0.2970
H 0.99528 -0.66763 -1.12887  0.3741
H 2.08462 -1.63339 -0.19979  0.3166
H 0.64644 -1.62568 0.84042  0.2780

Atomic forces in eV per Å
0.091 -0.037 0.063
-0.901 -0.094 0.084
0.588 0.298 -0.104
-0.160 0.978 0.183
-0.035 0.057 -0.078
0.832 -0.366 -0.393
0.097 -0.073 -0.058
0.047 0.143 -0.056
-0.200 -0.046 -0.044
0.141 0.071 0.083
0.007 -0.034 0.155
-0.035 -0.052 -0.089
-0.082 -0.183 -0.071
-0.238 -0.778 0.457
-0.045 0.007 0.119
-0.105 0.109 -0.249


Molecular formula: C3H3HoO3
Method: DFT, ωB97M-V/def2-TZVPD

Results
E_HOMO (alpha / beta) (eV): -11.12 / -11.59
Spin multiplicity: 6
Lowest unoccupied orbital energy (alpha / beta) (eV): -6.5 / -6.3
Total charge: +1
Energy above the lowest of the compared OMol25 structures with the same formula, charge and spin (kcal per mole): 53.9

Last column: Mulliken charge in e.
Cartesian coordinates (Å):
O 1.22816 -0.03946 0.04787  -0.4585
O -1.15963 1.51637 -0.72431  -0.6343
C -1.70824 0.52940 -0.01806  0.1309
C -0.96649 -0.61030 0.37017  -0.6417
O 3.64128 -1.12856 0.25242  -0.2187
C 2.90303 -0.22600 0.15199  0.0593
Ho 0.98048 1.85576 -1.07147  1.7849
H -2.79928 0.55841 0.12432  0.3920
H -0.82490 -1.35776 -0.43025  0.2670
H -1.29441 -1.09786 1.29732  0.3191

Atomic forces in eV per Å
-0.166 1.756 -1.005
1.549 -0.176 -0.718
0.991 -0.306 -0.051
-1.498 -0.315 -0.818
-2.820 1.865 0.049
2.004 -0.345 -0.798
-1.598 -3.970 2.645
0.504 0.684 0.704
1.074 0.663 0.342
-0.039 0.144 -0.350